Entry 1:
The following is a quantum chemistry calculation of 10 unconnected molecules or ions with the total composition C38H78N2O19S7 in a non-equilibrium geometry, from the OMol25 dataset.

Its HOMO energy is -9.47 eV. Its total energy is -5820.9894 a.u. The net charge is 0. As for the gap between HOMO and LUMO: 9.0 eV. Its SMILES is O=S1(=O)CCCC1.O=S1(=O)CCCC1.O=S1(=O)CCCC1.O=S1(=O)CCCC1.O=S1(=O)CCCC1.O=S1(=O)CCCC1.O=S1(=O)CCCC1.CCOC(=O)OC.CNC(C)=O.CNC(C)=O.

Last column: Mulliken charge in e.
CARTESIAN COORDINATES (ANGSTROEM)
C 13.03 -7.47 -19.31  0.34
C 16.45 -2.05 -20.02  0.33
C 8.82 -1.49 -13.65  -0.90
O 6.26 -2.89 -21.19  -0.75
H 10.75 -3.12 -16.77  -0.51
H 15.71 -0.91 -15.38  0.34
O 6.81 -4.12 -19.00  -0.75
H 9.73 -4.10 -17.89  -0.28
H 10.36 3.70 -16.09  0.17
H 12.21 2.14 -17.74  0.32
H 11.34 0.35 -21.99  0.01
H 9.08 -2.55 -13.61  0.32
H 8.51 3.64 -18.39  0.50
H 8.02 -5.10 -21.15  -0.17
H 11.87 -0.62 -20.30  -0.43
C 8.01 -10.25 -19.96  -1.38
H 11.09 -1.27 -18.10  -0.23
C 7.30 -1.09 -18.02  0.49
S 10.85 -0.01 -14.45  1.15
H 7.93 -5.99 -18.92  0.05
C 16.26 -1.86 -15.34  -0.44
H 7.47 -1.76 -17.17  0.12
C 8.68 -5.24 -22.00  0.25
H 9.48 -1.22 -21.40  -0.82
H 4.49 -2.87 -18.48  0.50
O 11.99 -0.73 -14.95  -0.47
C 11.44 4.14 -17.98  -0.81
O 15.70 -5.40 -19.80  -0.53
H 13.40 -2.85 -11.77  0.29
C 8.62 -6.73 -18.53  -0.19
C 14.65 -4.56 -12.08  -0.87
O 16.81 -2.26 -16.56  -0.34
O 14.72 -7.02 -13.12  -0.69
O 6.92 -7.22 -22.72  -0.64
C 13.22 -7.19 -17.81  -0.52
O 16.63 -7.42 -18.62  -0.71
H 8.53 -6.66 -17.45  0.40
H 8.82 -1.19 -22.94  0.76
H 14.63 -8.73 -20.14  0.42
O 16.91 -2.27 -18.70  -0.31
C 10.73 -0.20 -12.65  -0.50
H 11.06 0.80 -12.37  0.48
H 7.45 -10.67 -19.12  0.42
C 5.74 -0.94 -18.09  -1.09
H 14.64 -5.28 -11.27  0.47
C 9.34 -0.76 -12.39  -0.76
H 17.14 -2.60 -22.01  0.39
H 12.26 -8.21 -19.53  0.64
H 10.30 -5.94 -20.81  -1.43
H 7.65 -1.02 -20.15  0.34
H 14.34 -7.31 -21.01  0.41
O 7.28 -5.37 -24.35  -0.70
O 10.72 1.41 -14.69  -0.73
C 9.33 -6.96 -24.00  -0.89
C 11.77 2.75 -18.53  -0.72
C 13.30 -3.85 -12.20  -0.93
H 11.68 0.94 -24.32  0.47
H 10.92 -5.16 -22.23  0.23
H 11.45 -2.35 -22.15  -0.09
O 15.92 -5.21 -14.33  -0.59
H 9.81 1.12 -22.40  0.48
O 10.78 -1.92 -25.57  -0.68
S 7.80 -6.23 -23.30  1.07
C 10.67 -2.21 -22.90  0.12
C 7.69 -1.74 -19.33  0.48
C 14.37 -7.68 -19.99  -0.96
C 10.11 -5.78 -21.87  1.75
H 13.40 -2.91 -14.14  0.01
H 8.56 -0.05 -15.18  0.30
H 4.63 -1.50 -19.73  0.32
O 9.79 2.47 -20.30  -0.79
H 11.25 -4.69 -17.23  -0.19
H 12.66 -6.52 -19.72  -0.52
H 9.65 -6.08 -24.56  0.38
H 5.51 0.05 -18.50  0.39
S 14.81 -5.66 -13.54  1.23
C 12.91 -3.79 -13.71  0.40
S 6.45 -2.93 -19.76  1.21
C 10.46 0.27 -22.62  -0.43
H 12.51 -5.74 -13.71  0.42
S 10.14 2.03 -18.96  1.11
C 5.08 -2.07 -18.92  -0.82
C 9.29 -0.81 -14.92  0.95
C 14.44 -6.28 -17.64  -0.49
H 13.30 -1.77 -20.04  0.00
H 9.69 4.99 -17.03  0.36
O 11.95 -3.82 -19.74  -0.65
H 13.27 -8.11 -17.23  0.35
C 10.82 0.30 -24.09  -0.99
H 9.66 -6.63 -18.85  -0.19
H 8.80 -10.93 -20.26  0.34
H 7.81 -0.16 -17.82  -0.45
H 10.14 -3.10 -23.17  0.05
N 8.08 -8.00 -19.02  -0.05
S 11.46 -1.41 -24.39  1.20
H 8.72 -2.10 -19.39  -0.58
C 11.53 -3.20 -18.78  0.57
H 15.01 -6.35 -16.71  0.43
H 8.62 -4.27 -22.50  -0.09
H 9.26 -7.91 -24.50  0.49
C 9.20 3.05 -17.77  -0.80
H 9.32 -1.45 -11.55  0.40
H 9.91 -7.93 -22.17  0.07
H 15.72 -2.64 -14.80  -0.08
H 11.24 -7.25 -22.95  0.53
H 12.97 -0.38 -18.93  0.37
H 17.65 -3.66 -20.70  0.32
H 18.43 -2.06 -20.93  0.39
H 17.12 -1.62 -14.70  0.32
S 15.51 -6.63 -19.07  1.09
H 7.74 -1.61 -13.54  0.43
C 10.19 -7.04 -22.74  -0.72
H 15.53 -2.56 -20.28  -0.11
H 11.54 -0.86 -12.34  0.01
C 13.24 -5.16 -14.30  -0.22
O 10.01 -8.94 -19.71  -0.56
H 7.08 -8.05 -18.98  0.25
H 12.32 4.61 -17.55  0.41
H 12.44 2.81 -19.39  0.51
H 9.54 -1.52 -15.71  -1.02
C 12.55 -1.13 -19.60  -0.43
H 8.61 2.41 -17.13  0.17
H 14.13 -5.24 -17.75  0.04
H 11.17 4.76 -18.84  0.32
H 15.57 -3.97 -12.04  0.40
H 16.38 -0.98 -20.26  0.44
H 13.07 -5.40 -15.35  -0.16
H 12.33 -6.68 -17.43  0.05
H 5.38 -0.87 -17.07  0.42
C 10.75 -3.81 -17.62  0.55
O 12.89 -1.51 -24.20  -0.66
C 16.16 -1.93 -17.68  0.80
C 8.81 -9.02 -19.49  0.69
H 8.64 0.01 -12.06  0.31
O 15.06 -1.42 -17.73  -0.54
H 10.07 0.52 -24.85  0.40
H 7.37 -10.20 -20.84  0.30
O 10.10 0.65 -18.53  -0.15
C 17.49 -2.62 -20.99  -1.56
H 11.83 -3.60 -13.71  -0.04
C 10.18 4.02 -17.12  -0.48
H 12.53 -4.45 -11.71  0.41
C 9.79 -1.07 -22.45  0.26
N 11.68 -1.86 -18.66  0.89

***

Entry 2:
The following is a quantum chemistry calculation of a molecular structure, C19H13N4O9SW in a non-equilibrium geometry, from the OMol25 dataset.

Its HOMO energy is -17.97 eV. Its total energy is -2092.0188 a.u. The net charge is +3. As for the gap between HOMO and LUMO: 6.1 eV.

Last column: natural (NBO) charge in e.
CARTESIAN COORDINATES (ANGSTROEM)
N -4.65 5.30 -2.15  0.53
H 5.40 -4.21 -3.61  0.28
H 0.71 -3.14 -1.97  0.25
S 1.16 -0.91 -0.28  2.21
O -2.23 0.14 -0.09  -0.54
C 4.06 -3.74 -2.04  0.17
H 2.35 -4.69 -2.94  0.26
C 0.04 -1.33 2.10  0.37
C -4.30 1.12 0.32  0.95
O -1.77 2.06 1.38  -0.67
C -0.56 0.32 3.69  0.11
O -4.01 6.17 -2.67  -0.29
C 2.69 -3.89 -2.30  -0.21
C -0.19 -0.54 4.70  -0.22
O 0.33 4.45 -0.66  -0.06
H 0.55 -2.50 5.18  0.28
H 0.73 -3.23 2.79  0.28
O -4.97 0.25 0.49  -0.18
C 4.50 -2.70 -1.20  -0.20
C 0.28 -1.82 4.38  -0.03
H 5.56 -2.59 -1.00  0.26
O -5.82 5.07 -2.24  -0.29
H -5.56 3.09 -1.03  0.31
C -3.88 4.38 -1.27  0.02
H -2.02 5.36 -1.70  0.32
O 1.72 0.22 0.47  -0.88
W -0.74 0.62 0.46  2.23
C 3.62 -1.81 -0.64  -0.12
C -1.83 3.71 -0.29  -0.08
C 5.05 -4.66 -2.67  -0.67
C -4.52 3.28 -0.75  -0.01
H -0.28 -0.23 5.73  0.28
H 4.61 -5.62 -2.92  0.25
C 2.25 -1.99 -0.93  -0.43
C -3.80 2.42 0.11  -0.36
H 3.96 -1.01 -0.01  0.26
H -0.95 1.31 3.86  0.25
C -2.51 4.58 -1.13  -0.04
O 0.09 2.34 -0.37  -0.47
C -2.47 2.72 0.46  0.51
H 5.92 -4.81 -2.04  0.26
N -0.38 3.56 -0.41  0.57
N -0.08 -1.42 0.69  -0.76
C 1.77 -3.03 -1.76  -0.12
O 0.16 -0.27 -1.24  -0.82
N -0.42 -0.09 2.41  -0.54
C 0.40 -2.24 3.06  -0.23

***

Entry 3:
The following is a quantum chemistry calculation of a molecular structure, CH2I2O2 in a non-equilibrium geometry, from the OMol25 dataset.

Its HOMO energy is -9.72 eV. Its total energy is -785.1135 a.u. The net charge is 0. As for the gap between HOMO and LUMO: 9.1 eV.

Last column: natural (NBO) charge in e.
CARTESIAN COORDINATES (ANGSTROEM)
H 0.97 0.05 1.84  0.46
I 2.55 1.75 0.03  0.21
C 1.40 0.02 -0.16  0.19
O 0.38 0.05 1.17  -0.78
O 0.49 0.07 -1.16  -0.73
H -0.39 0.02 -0.70  0.52
I 2.39 -1.93 0.00  0.13

***

Entry 4:
The following is a quantum chemistry calculation of 5 unconnected molecules or ions with the total composition H10O4S2, from the OMol25 dataset.

Its HOMO energy is -8.98 eV. Its total energy is -1103.2999 a.u. The net charge is 0. As for the gap between HOMO and LUMO: 9.2 eV. Its SMILES is SS.O.O.O.O.

Last column: natural (NBO) charge in e.
CARTESIAN COORDINATES (ANGSTROEM)
H 0.64 0.94 -1.53  0.48
O -3.24 2.28 1.64  -0.94
H 0.04 -0.82 -5.04  0.47
S -0.07 -1.32 2.17  -0.14
H -0.15 -2.63 1.96  0.12
H -3.49 1.37 1.87  0.47
H -2.49 2.14 1.06  0.47
H -2.58 1.33 -1.35  0.48
H 1.36 2.34 -1.56  0.47
H -1.90 0.35 -2.28  0.47
S 1.74 -0.92 1.23  -0.10
O 1.32 1.49 -1.13  -0.96
O 0.87 -0.57 -4.61  -0.94
H 2.51 -1.69 2.00  0.12
H 1.14 -1.33 -4.07  0.47
O -1.73 0.91 -1.52  -0.95